(1)
Molecular formula: C24H30MnNO6
Method: DFT, ωB97M-V with the def2-TZVPD basis set

Element x y z (Å)
C (-1.92462, -0.92097, -2.33097)
C (-1.83878, -0.24457, -0.95119)
C (-0.56237, -0.77861, -3.04139)
C (0.25920, 0.24342, -2.21919)
H (-0.72179, -0.41558, -4.06257)
H (-0.06089, -1.75130, -3.06423)
C (-0.77910, 0.81256, -1.11222)
H (-1.53817, -0.98498, -0.20422)
H (-2.83008, 0.15014, -0.67415)
C (-0.35017, 1.50721, 0.21415)
H (-1.30594, 1.62384, -1.64583)
H (0.47763, 1.13762, -2.82567)
C (1.53050, -0.36457, -1.82173)
C (-2.41489, -2.35498, -2.15835)
C (-3.00033, -0.32656, -3.23783)
O (-2.93384, -0.26480, -4.45331)
O (-1.95281, -3.14977, -1.35360)
O (-3.39015, -2.67804, -3.02129)
O (-4.05686, 0.13666, -2.55694)
C (-5.18939, 0.39174, -3.39137)
H (-5.98926, 0.62024, -2.69011)
H (-5.41021, -0.51072, -3.97191)
H (-4.96846, 1.22780, -4.06177)
C (-3.90254, -3.99995, -2.85619)
H (-3.10288, -4.73636, -2.98542)
H (-4.66337, -4.11368, -3.62508)
H (-4.34421, -4.11603, -1.85922)
O (0.67063, 0.96698, 0.98867)
H (-1.24708, 1.54275, 0.86800)
H (-0.13249, 2.55787, -0.07950)
C (2.77332, 0.43992, -1.78965)
C (1.49895, -1.67039, -1.11383)
H (1.60225, -2.53501, -1.79504)
H (0.56324, -1.81280, -0.53748)
H (2.32596, -1.70927, -0.38789)
H (3.31320, 0.23196, -0.84556)
H (2.53742, 1.52040, -1.78203)
H (3.43846, 0.22238, -2.65412)
Mn (1.79427, 1.20027, 2.35880)
C (2.92199, 3.11904, 2.73121)
C (1.98892, 3.29939, 1.67703)
C (0.68378, 3.10197, 2.22935)
H (2.18962, 3.59166, 0.64467)
C (0.80246, 2.66718, 3.57487)
C (2.21795, 2.66091, 3.89381)
H (2.64075, 2.37150, 4.84826)
H (3.97504, 3.36743, 2.66267)
H (-0.25947, 3.36448, 1.76148)
H (-0.03343, 2.48206, 4.21801)
C (2.49983, -1.52532, 3.50203)
C (2.07244, -0.68707, 4.56261)
C (0.86195, -0.06481, 4.18958)
H (2.55839, -0.59448, 5.53334)
C (0.53070, -0.49328, 2.83664)
C (1.57247, -1.42311, 2.43404)
H (1.51638, -2.00856, 1.52050)
H (3.36085, -2.19464, 3.53714)
H (0.12646, 0.36863, 4.86645)
H (-0.44962, -0.39755, 2.38541)
O (5.58890, 0.60203, 3.83152)
C (4.68404, 0.62595, 3.04561)
N (3.77527, 0.67179, 2.24498)

Computed properties:
* charge: -2
* ⟨S²⟩: 6.086
* orbital gap (spin up / spin down): 2.540 / 2.390 eV
* electronic energy: -70464.0301 eV
* lowest unoccupied orbital energy (spin up / spin down): 3.74 / 3.74 eV
* multiplicity: 5

Löwdin population analysis, charges in e, atoms 1 to 4: number 1, C, carries -0.234; number 2, C, carries -0.083; number 3, C, carries -0.040; number 4, C, carries -0.213

(2)
Molecular formula: C24H30N2O3
Method: DFT, ωB97M-V with the def2-TZVPD basis set

Element x y z (Å)
C (2.23331, -2.88173, 5.39538)
C (0.74280, -2.58130, 5.24419)
N (0.24086, -3.05146, 3.96075)
C (-0.13757, -4.45100, 3.94283)
C (-1.43671, -4.80723, 4.67587)
C (-0.70403, -2.16072, 3.31400)
C (0.02034, -1.11960, 2.42949)
O (0.80476, -0.22420, 3.17338)
C (0.87315, -1.85689, 1.38054)
O (1.73490, -1.00432, 0.66713)
C (1.22966, -0.15553, -0.27784)
C (2.17366, 0.73615, -0.81283)
C (1.82839, 1.63378, -1.79442)
C (0.51048, 1.64488, -2.22812)
C (-0.45581, 0.75351, -1.71647)
C (-0.07772, -0.16028, -0.73163)
C (-1.67598, 1.02837, -2.43166)
C (-3.00570, 0.46125, -2.28642)
C (-3.24736, -0.45683, -1.10786)
O (-3.91187, 0.71502, -3.06244)
C (-1.38479, 2.04492, -3.33636)
C (-2.30691, 2.72645, -4.27504)
N (-0.08242, 2.41721, -3.20825)
C (0.58075, 3.42924, -3.92616)
C (1.23266, 4.44698, -3.23730)
C (1.89902, 5.43533, -3.93813)
C (1.91480, 5.41903, -5.32309)
C (1.26409, 4.40701, -6.00887)
C (0.60082, 3.41028, -5.31655)
H (2.41423, -3.95312, 5.42441)
H (2.60734, -2.44585, 6.31837)
H (2.79380, -2.46719, 4.56082)
H (0.59015, -1.50232, 5.30039)
H (0.19872, -3.03368, 6.08637)
H (-0.22453, -4.75266, 2.89424)
H (0.68694, -5.01743, 4.38125)
H (-1.61839, -5.87581, 4.59685)
H (-1.37361, -4.54927, 5.73022)
H (-2.28341, -4.27971, 4.24324)
H (-1.35917, -2.74218, 2.66248)
H (-1.33231, -1.62114, 4.03655)
H (-0.73284, -0.49036, 1.94276)
H (1.61530, -0.68017, 3.42901)
H (1.53605, -2.54915, 1.90945)
H (0.23073, -2.43834, 0.70823)
H (3.18183, 0.68715, -0.43482)
H (2.56248, 2.30224, -2.21771)
H (-0.78779, -0.86683, -0.34240)
H (-4.31329, -0.65927, -1.03277)
H (-2.72377, -1.39727, -1.26697)
H (-2.89462, 0.00124, -0.18756)
H (-2.40531, 2.15217, -5.19647)
H (-3.29941, 2.77576, -3.83267)
H (-1.95178, 3.72651, -4.51723)
H (1.20326, 4.46117, -2.15810)
H (2.40300, 6.22436, -3.40029)
H (2.43390, 6.19359, -5.86695)
H (1.27748, 4.38921, -7.08835)
H (0.10744, 2.61005, -5.84653)

Computed properties:
* orbital gap: 8.615 eV
* electronic energy: -34497.5902 eV
* lowest unoccupied orbital energy: 0.73 eV
* SMILES string: CCN(CC)C[C@@H](O)COc1ccc2c(c1)c(C(C)=O)c(C)n2-c1ccccc1

Löwdin population analysis, charges in e, atoms 1 to 4: number 1, C, carries -0.076; number 2, C, carries -0.248; number 3, N, carries -0.198; number 4, C, carries -0.244

(3)
Molecular formula: C24H30N2O4
Method: DFT, ωB97M-V with the def2-TZVPD basis set

Element x y z (Å)
C (-3.28216, 1.27684, 1.21044)
C (-2.66933, 2.29418, 2.16693)
O (-1.80980, 3.21107, 1.52275)
C (-0.55558, 2.82671, 1.12332)
C (0.05060, 1.63491, 1.49790)
C (1.35527, 1.34225, 1.14098)
C (2.09949, 2.23503, 0.38714)
C (3.49920, 1.91438, -0.05623)
C (3.49560, 1.36347, -1.49170)
N (2.71359, 0.15561, -1.57872)
C (3.24544, -1.05365, -1.85808)
O (4.40454, -1.21920, -2.18827)
C (2.26753, -2.17995, -1.75231)
C (2.32882, -3.22973, -2.66104)
C (1.41155, -4.25956, -2.59086)
C (0.42874, -4.29399, -1.60783)
C (-0.58995, -5.39329, -1.60551)
C (0.41787, -3.27239, -0.65524)
N (-0.52997, -3.25114, 0.39592)
C (-0.54705, -4.24466, 1.45332)
C (-1.84140, -3.93172, 2.20686)
C (-2.01699, -2.43175, 1.98675)
C (-1.28141, -2.15978, 0.68214)
O (-1.35390, -1.15313, 0.01239)
C (1.32129, -2.22180, -0.73914)
C (1.49000, 3.41341, -0.01357)
C (0.18167, 3.73065, 0.33230)
O (-0.23895, 4.94370, -0.12318)
C (-1.61844, 5.24782, -0.23891)
C (-1.73111, 6.49739, -1.10026)
H (-2.52169, 0.64071, 0.76333)
H (-3.80822, 1.79515, 0.41232)
H (-3.99282, 0.65614, 1.75063)
H (-3.45573, 2.92888, 2.58832)
H (-2.15616, 1.79485, 2.99836)
H (-0.49522, 0.91569, 2.08622)
H (1.79890, 0.41458, 1.47406)
H (4.11697, 2.81285, -0.03232)
H (3.94217, 1.16916, 0.60656)
H (3.08191, 2.11512, -2.17179)
H (4.50937, 1.10719, -1.80734)
H (1.74331, 0.22636, -1.31190)
H (3.08815, -3.21308, -3.42743)
H (1.44283, -5.05310, -3.32350)
H (-1.53446, -5.04402, -1.19436)
H (-0.24359, -6.24353, -1.01611)
H (-0.76020, -5.74447, -2.62059)
H (0.33256, -4.11345, 2.09840)
H (-0.52488, -5.25609, 1.04894)
H (-2.67366, -4.47505, 1.75766)
H (-1.77904, -4.20391, 3.25836)
H (-1.53104, -1.84887, 2.77249)
H (-3.05528, -2.11316, 1.92179)
H (1.27505, -1.44266, 0.00646)
H (2.02912, 4.13426, -0.60910)
H (-2.05415, 5.42809, 0.75006)
H (-2.15096, 4.41292, -0.70895)
H (-2.77476, 6.77977, -1.20630)
H (-1.30883, 6.31300, -2.08454)
H (-1.18483, 7.31499, -0.63803)

Computed properties:
* orbital gap: 8.520 eV
* electronic energy: -36546.1876 eV
* lowest unoccupied orbital energy: 0.58 eV
* SMILES string: CCOc1ccc(CCNC(=O)c2ccc(C)c(N3CCCC3=O)c2)cc1OCC

Löwdin population analysis, charges in e, atoms 1 to 4: number 1, C, carries -0.056; number 2, C, carries -0.239; number 3, O, carries -0.078; number 4, C, carries -0.178

(4)
Molecular formula: C24H30N2O6
Method: DFT, ωB97M-V with the def2-TZVPD basis set

Element x y z (Å)
C (-5.49238, -4.16427, -2.84330)
N (-4.34261, -3.29514, -2.95922)
C (-4.31165, -2.29111, -1.91231)
C (-3.15762, -1.31835, -2.16730)
N (-1.91419, -2.04759, -2.21441)
C (-0.95611, -2.06221, -1.26654)
O (-0.04956, -2.88093, -1.26070)
C (-0.99880, -1.00808, -0.19748)
C (-0.73605, -1.33282, 1.06707)
C (-0.69155, -0.31899, 2.16495)
C (0.72379, -0.02074, 2.60241)
C (1.79930, -0.44100, 1.91221)
O (3.07450, -0.18049, 2.22436)
C (3.32585, 0.58678, 3.31224)
C (4.65986, 0.87400, 3.60863)
C (4.96312, 1.64513, 4.70821)
C (3.95016, 2.14025, 5.52669)
C (2.63541, 1.85963, 5.23672)
C (2.30076, 1.07936, 4.12607)
C (0.89390, 0.78232, 3.81336)
O (-0.03597, 1.17032, 4.50487)
C (-1.39236, 0.96251, 1.68826)
C (-0.93091, 1.30499, 0.27407)
O (0.43287, 1.56759, 0.30709)
C (0.98718, 2.00132, -0.92614)
C (2.45706, 2.32169, -0.68143)
C (3.20460, 2.71383, -1.95490)
C (2.73299, 4.03448, -2.57022)
O (1.46191, 3.96771, -3.17227)
O (-1.25185, 0.26867, -0.63756)
C (-1.93084, -3.08610, -3.22323)
C (-3.09603, -4.04045, -2.96846)
H (-6.39899, -3.56298, -2.89277)
H (-5.50124, -4.73740, -1.90292)
H (-5.49295, -4.86458, -3.67701)
H (-5.25660, -1.74342, -1.92662)
H (-4.18692, -2.74763, -0.91204)
H (-3.12616, -0.55577, -1.39345)
H (-3.30903, -0.83505, -3.13813)
H (-0.52177, -2.36178, 1.30493)
H (-1.22615, -0.68834, 3.04818)
H (1.72342, -1.04128, 1.01574)
H (5.43025, 0.48097, 2.96395)
H (5.99486, 1.86644, 4.93654)
H (4.20110, 2.74247, 6.38643)
H (1.82704, 2.22746, 5.85043)
H (-2.47207, 0.80558, 1.66739)
H (-1.16691, 1.79095, 2.35594)
H (-1.48116, 2.17645, -0.12770)
H (0.88875, 1.20535, -1.67728)
H (0.44491, 2.88623, -1.28317)
H (2.52084, 3.12842, 0.05060)
H (2.92752, 1.43888, -0.24454)
H (3.10288, 1.91696, -2.69730)
H (4.26520, 2.81508, -1.71773)
H (3.47700, 4.37145, -3.30807)
H (2.64715, 4.80047, -1.79633)
H (1.47500, 3.27929, -3.84654)
H (-0.98078, -3.61981, -3.17733)
H (-2.05108, -2.61723, -4.20436)
H (-3.13993, -4.78322, -3.76772)
H (-2.92897, -4.56630, -2.01086)

Computed properties:
* orbital gap: 9.096 eV
* electronic energy: -40639.5554 eV
* lowest unoccupied orbital energy: 0.39 eV
* SMILES string: CN1CCN(C(=O)C2=C[C@@H](c3coc4ccccc4c3=O)C[C@@H](OCCCCO)O2)CC1

Löwdin population analysis, charges in e, atoms 1 to 4: number 1, C, carries -0.103; number 2, N, carries -0.234; number 3, C, carries -0.179; number 4, C, carries -0.119